ORCA calculation (ωB97M-V/def2-TZVPD) on a 3-piece molecular cluster, C6H15N2 overall.

Last columns: bonded neighbours and bond lengths (Å).
Geometry (Å):
1 N 1.9878 0.8068 -2.9172  H9 0.998, H10 1.006, H11 1.001
2 C -3.4021 0.1846 0.0202  C3 1.319, H12 1.083, H13 1.076
3 C -4.7135 0.3303 0.0165  C2 1.319, H14 1.089, H15 1.078
4 N -0.0276 -0.2551 0.1053  C5 1.430, C8 1.413
5 C 0.7017 0.8301 0.6850  N4 1.430, C6 1.543, H16 1.089, H17 1.085
6 C 2.0698 0.2929 1.1536  C5 1.543, C7 1.520, H18 1.091, H19 1.087
7 C 1.7541 -1.1756 1.3882  C6 1.520, C8 1.546, H20 1.094, H21 1.091
8 C 0.6650 -1.4656 0.3300  N4 1.413, C7 1.546, H22 1.100, H23 1.109
9 H 1.8508 0.5452 -3.8705  N1 0.998
10 H 1.5055 0.3564 -2.1580  N1 1.006
11 H 2.4018 1.6928 -2.7015  N1 1.001
12 H -2.8699 -0.0919 -0.8811  C2 1.083
13 H -2.7882 0.3453 0.8889  C2 1.076
14 H -5.2474 0.5733 0.9340  C3 1.089
15 H -5.3204 0.2051 -0.8656  C3 1.078
16 H 0.2631 1.2768 1.5763  C5 1.089
17 H 0.7277 1.6148 -0.0646  C5 1.085
18 H 2.8094 0.4718 0.3715  C6 1.091
19 H 2.3940 0.7954 2.0617  C6 1.087
20 H 1.3490 -1.3458 2.3898  C7 1.094
21 H 2.6603 -1.7832 1.3725  C7 1.091
22 H 0.0343 -2.2879 0.6983  C8 1.100
23 H 1.1948 -1.9165 -0.5333  C8 1.109

The strongest force on any atom is 2.35 eV/A. The total charge is 0. As for the HOMO energy (spin up / spin down): -9.2 / -9.4 eV. As for the expectation value of S²: 0.754. For the LUMO energy (spin up / spin down), the calculation gives 0.94 / -0.19 eV. The calculation puts the energy above the lowest of the compared OMol25 structures with the same formula, charge and spin at 1.329 eV. As for the spin multiplicity: 2. The calculation puts the frontier orbital gap (spin up / spin down) at 10.1 / 9.2 eV.

Atomic partial charges in e from the natural (NBO) method, atoms 1 to 2:
1 N -1.13
2 C -0.37